(1)
A 6-piece molecular cluster, C24H37F12NO11 overall in a non-equilibrium geometry, computed with ωB97M-V with the def2-TZVPD basis set.

Structure (XYZ):
```
85
Properties=species:S:1:pos:R:3:lowdin_charge:R:1
C 1.9628 -4.1449 0.4877 -0.0535
C 2.1851 -2.6424 0.5454 -0.1953
O 2.5824 -2.2366 1.8633 0.0122
C 2.8073 -0.9376 2.1355 -0.3252
O 2.8508 -0.0774 1.2344 0.1137
C 2.9716 -0.5548 3.6023 -0.6026
F 2.4396 0.6241 3.8204 0.2068
F 2.4262 -1.4888 4.3242 0.2009
F 4.2921 -0.5622 3.8936 0.1585
H 2.6008 -4.6622 1.2042 0.0806
H 2.2265 -4.5670 -0.4820 0.0747
H 0.9371 -4.4520 0.6920 0.0743
H 1.2783 -2.0751 0.3353 0.1273
H 2.9793 -2.3986 -0.1603 0.1266
C -5.9966 1.0268 0.9025 -0.0590
C -5.3272 0.7698 2.2143 -0.2318
O -4.5189 -0.3957 2.1493 0.0055
C -5.0037 -1.6465 2.4039 -0.2959
O -6.2096 -1.9155 2.5529 0.1228
C -3.9149 -2.7566 2.5291 -0.5062
F -4.2685 -3.8248 1.8135 0.1792
F -2.7275 -2.2568 2.2026 0.1670
F -3.8216 -3.1195 3.8658 0.1212
H -6.3987 2.0388 0.8543 0.0833
H -6.8059 0.3042 0.7968 0.0819
H -5.3398 0.9425 0.0368 0.0802
H -6.0288 0.6374 3.0379 0.1237
H -4.8247 1.6241 2.6680 0.1254
C -2.0877 1.9113 6.2543 -0.0471
C -1.5057 3.3449 6.4897 -0.1841
O -1.5713 3.5803 7.8624 0.0278
C -0.5850 4.1009 8.5544 -0.3537
O 0.4954 4.4467 8.0586 0.1303
C -0.8910 4.3603 10.0203 -0.5039
F -2.1969 4.1890 10.3053 0.1644
F -0.1162 3.5846 10.8454 0.1349
F -0.4699 5.5994 10.2898 0.1662
H -1.8514 1.4720 5.2851 0.0706
H -3.1760 1.9302 6.3103 0.0679
H -1.7420 1.1783 6.9832 0.0759
H -2.0695 4.0463 5.8747 0.1308
H -0.4503 3.3778 6.2192 0.1197
C 0.8635 8.6204 -3.1463 -0.0532
C 0.7076 8.1087 -4.5864 -0.2177
O -0.6358 7.9106 -4.9841 0.0015
C -1.4573 6.9176 -4.4895 -0.2632
O -1.0862 5.9662 -3.7502 0.1069
C -2.9291 6.9690 -4.9494 -0.6194
F -3.2768 5.7425 -5.3518 0.1619
F -3.7760 7.3073 -4.0274 0.2130
F -3.0814 7.7651 -5.9811 0.1880
H 0.4631 7.9200 -2.4133 0.0755
H 0.2600 9.5241 -3.0619 0.0790
H 1.9043 8.8997 -2.9829 0.0810
H 1.2169 7.1668 -4.7903 0.1238
H 1.1914 8.8341 -5.2404 0.1225
C 6.3834 -6.5260 -2.9641 -0.1380
O 5.3429 -6.3638 -3.8661 -0.1934
C 4.5371 -7.5567 -3.9409 -0.1812
C 3.3625 -7.4761 -4.9533 -0.1709
O 2.4243 -6.4265 -4.6467 -0.1226
C 2.8685 -5.1070 -4.9893 -0.1664
C 1.6953 -4.0723 -5.0411 -0.2025
O 1.0980 -3.9517 -3.7559 -0.1706
C -0.1027 -3.1856 -3.9214 -0.1245
H 6.8525 -5.5425 -2.9367 0.0940
H 7.0611 -7.3614 -3.1398 0.0883
H 6.0044 -6.6590 -1.9508 0.0853
H 4.1247 -8.0085 -3.0388 0.1236
H 5.2710 -8.2678 -4.3204 0.1160
H 2.8528 -8.4394 -4.9354 0.1201
H 3.7552 -7.5245 -5.9689 0.1167
H 3.1086 -5.1688 -6.0507 0.1201
H 3.6707 -4.6932 -4.3782 0.1175
H 1.0039 -4.4279 -5.8051 0.1183
H 2.0551 -3.0740 -5.2905 0.1239
H -0.6844 -3.3285 -3.0108 0.0794
H -0.8258 -3.4896 -4.6781 0.0848
H 0.0089 -2.1047 -4.0060 0.0818
C -1.2525 1.8867 -1.0316 -0.0629
C -1.1369 2.5639 0.2567 -0.3009
N -0.9798 3.1522 1.2074 0.1266
H -2.0654 2.4080 -1.5372 0.0814
H -1.6285 0.8783 -0.8592 0.0737
H -0.3051 1.8401 -1.5686 0.0870
```

Results
frontier orbital gap = 10.119 eV
DFT total energy = -3017.3694 Ha
max |F| = 5.24 eV/Å
lowest unoccupied orbital energy = 0.17 eV
net charge = 0
ΔE to the lowest compared entry with this formula, charge and spin = 75.73 kcal/mol

(2)
C17H15BrCl3MoN3O4S as an isolated structure, computed with ωB97M-V with the def2-TZVPD basis set.

Structure (XYZ):
```
45
Properties=species:S:1:pos:R:3:lowdin_charge:R:1
Mo -0.2330 0.1648 0.7663 1.6356
Br 1.6619 4.4079 4.1304 0.8789
C 0.7658 3.9563 2.5553 -0.6564
C 0.2798 4.9301 1.6918 -0.0408
C -0.3762 4.5377 0.5346 -0.0026
C -0.5385 3.1949 0.2730 -0.1144
N -0.0677 2.2552 1.1150 -0.1383
C 0.5812 2.6252 2.2355 -0.1397
H 0.4158 5.9781 1.9233 0.1295
H -0.7612 5.2691 -0.1613 0.1321
H -1.0445 2.8453 -0.6172 0.1113
H 0.9567 1.8394 2.8793 0.1133
S -2.5751 0.4933 0.6021 0.7303
C -3.4241 -0.9573 0.1068 -0.6984
N -2.9938 -2.1999 0.0903 0.0760
C -4.0123 -3.1083 -0.4699 -0.0698
C -5.2619 -2.2073 -0.5174 -0.0740
N -4.6780 -0.8734 -0.2945 0.0559
H -2.0515 -2.4744 0.3317 0.1086
H -4.1448 -3.9744 0.1724 0.1330
H -3.7006 -3.4389 -1.4597 0.1340
H -5.9711 -2.4344 0.2774 0.1344
H -5.7714 -2.2487 -1.4758 0.1335
H -5.2053 -0.0147 -0.2815 0.1585
Cl 2.1219 -3.2712 2.9138 0.7110
C 0.3894 -2.9850 3.1362 -1.5374
Cl -0.5513 -4.3881 2.6506 0.6872
Cl 0.0214 -2.5140 4.7810 0.7094
C 0.0983 -1.8291 2.1888 -0.7378
O -0.2644 -1.9931 0.9954 -0.1265
O 0.2605 -0.6110 2.5629 -0.1467
O 0.3800 -0.0155 -1.0984 -0.1495
C 1.6683 0.0357 -0.8057 -0.4772
O 1.8608 0.1504 0.4447 -0.0621
C 2.6867 -0.0332 -1.8113 -0.1519
C 4.0301 0.0289 -1.4205 0.0152
C 5.0135 -0.0319 -2.3864 -0.0343
C 4.6580 -0.1534 -3.7264 -0.0201
C 3.3229 -0.2160 -4.1151 -0.0367
C 2.3294 -0.1563 -3.1596 0.0089
H 4.2824 0.1217 -0.3728 0.1285
H 6.0558 0.0138 -2.1039 0.1212
H 5.4335 -0.2011 -4.4795 0.1236
H 3.0667 -0.3120 -5.1606 0.1202
H 1.2863 -0.2055 -3.4410 0.1244
```

Results
frontier orbital gap (spin up / spin down) = 6.700 / 6.961 eV
DFT total energy = -5542.5897 Ha
multiplicity = 3
max |F| = 0.10 eV/Å
lowest unoccupied orbital energy (spin up / spin down) = -8.11 / -7.84 eV
net charge = +2
ΔE to the lowest compared entry with this formula, charge and spin = 0.00 kcal/mol

(3)
One molecule with the formula C4H3FN2O in a non-equilibrium geometry, computed with ωB97M-V with the def2-TZVPD basis set.

Structure (XYZ):
```
11
Properties=species:S:1:pos:R:3:lowdin_charge:R:1
H 2.6715 0.5731 -0.1448 0.0391
N 2.2179 -0.3210 -0.0368 0.1505
C 0.9428 -0.0850 0.0137 -0.3964
C 0.0369 -1.2762 -0.0011 0.0976
C -1.1952 -0.7456 -0.0227 -0.1792
F -2.4278 -1.2670 0.1087 0.1074
C -1.1388 0.7403 0.0602 -0.3934
O -2.1123 1.4609 -0.1338 0.1055
N 0.2024 1.1013 0.3209 0.1358
H 0.3139 -2.2800 -0.0543 0.1087
H 0.4887 2.0991 -0.1100 0.2245
```

Results
frontier orbital gap = 9.783 eV
DFT total energy = -438.8105 Ha
max |F| = 3.55 eV/Å
lowest unoccupied orbital energy = -0.46 eV
net charge = 0
ΔE to the lowest compared entry with this formula, charge and spin = 35.89 kcal/mol

(4)
C29H28HfN5O4S2Se as an isolated structure in a non-equilibrium geometry, computed with ωB97M-V with the def2-TZVPD basis set.

Structure (XYZ):
```
70
Properties=species:S:1:pos:R:3:lowdin_charge:R:1
Hf 11.6951 11.6611 10.5653 1.5075
O 8.7462 13.4521 6.1514 0.0299
C 7.7568 13.4510 7.0232 -0.3132
C 6.5171 13.9538 6.6614 0.0004
C 5.5074 13.9789 7.6300 -0.0580
C 5.6314 13.3252 8.8787 -0.0868
C 6.8470 12.7501 9.1449 -0.0516
C 7.9694 12.9475 8.3301 -0.0643
C 9.3353 12.5194 8.7669 -0.4294
O 9.5670 12.1609 9.9357 -0.1278
N 10.3362 12.5963 7.8948 0.0325
N 11.4355 11.9285 8.3805 -0.1256
C 12.2356 11.2484 7.5455 -0.0398
C 12.7499 9.9517 7.7298 -0.1453
C 13.2026 9.2185 6.5632 -0.0128
C 13.5636 7.9095 6.6741 -0.0980
C 13.1573 7.1611 7.7717 -0.0487
C 12.5004 7.7844 8.8252 -0.0118
C 12.4732 9.1671 8.9189 -0.3026
O 12.2385 9.8205 10.0728 -0.2809
H 9.5897 12.9404 6.6131 0.1040
H 6.2733 14.3039 5.6660 0.1203
H 4.5743 14.4936 7.4777 0.1001
H 4.8568 13.3283 9.6114 0.0931
H 6.8667 12.1200 9.9958 0.0988
H 12.3801 11.6088 6.5041 0.1484
H 13.2552 9.7526 5.5706 0.1406
H 14.1047 7.4666 5.8227 0.1227
H 13.3267 6.0699 7.6817 0.1287
H 12.1144 7.2183 9.7017 0.1305
Se 14.4110 12.1057 10.3750 0.6699
C 15.2316 10.8239 11.6543 -0.5943
C 15.4297 11.0478 12.9894 -0.1214
C 16.0238 10.0250 13.7161 -0.1492
N 16.6056 8.9353 13.1719 0.0563
C 16.4080 8.7709 11.8641 -0.1419
C 15.7462 9.6955 11.0585 -0.1331
H 15.2486 12.0196 13.4507 0.1061
H 16.2312 10.0510 14.7753 0.1012
H 16.7953 7.8107 11.4610 0.1190
H 15.5690 9.5461 10.0035 0.0890
N 10.2167 18.5903 12.4651 0.0715
C 11.2071 17.8580 13.0065 -0.8567
S 12.3179 18.5196 13.9989 0.7271
C 11.2386 16.4092 12.6238 -0.1985
C 10.1683 15.5647 12.3685 0.0074
C 10.3640 14.2673 11.8864 -0.0868
N 11.5562 13.8357 11.3608 -0.0614
C 12.5937 14.5219 11.8408 -0.1530
C 12.4911 15.7921 12.4007 0.0003
H 10.2153 19.6286 12.5821 0.1286
H 9.6982 18.2515 11.6324 0.1291
H 9.1583 15.7850 12.5105 0.1052
H 9.5369 13.5858 11.8754 0.1010
H 13.5404 14.0633 11.7097 -0.0060
H 13.4424 16.3217 12.5674 0.1150
O 10.8529 11.1620 12.3160 -0.6864
S 9.9459 10.3262 13.4201 1.1625
C 10.8115 8.6748 13.4331 -0.2441
C 11.4388 8.3997 14.8636 -0.1569
C 11.6945 9.8066 15.5093 -0.2158
C 10.6788 10.8326 15.0487 -0.2917
H 11.5017 8.6824 12.6164 0.0736
H 9.9398 8.0447 13.2110 0.0873
H 12.3825 7.9239 14.7362 0.1012
H 10.7422 7.8466 15.5552 0.1324
H 12.7191 9.9866 15.1687 0.1103
H 11.6807 9.8217 16.6059 0.1259
H 11.0776 11.8768 14.8601 0.1215
H 9.8421 10.9352 15.7431 0.0951
```

Results
frontier orbital gap = 6.333 eV
DFT total energy = -4942.3095 Ha
max |F| = 3.83 eV/Å
lowest unoccupied orbital energy = -3.70 eV
net charge = +1
ΔE to the lowest compared entry with this formula, charge and spin = 0.00 kcal/mol